Record 1
Formula: C5H10O2
Source: the OMol25 dataset
Level of theory: ωB97M-V with the def2-TZVPD basis set

Calculated values
E_LUMO	0.037	Eh
orbital gap	10.4	eV
multiplicity	1

Last column: Löwdin charge in e.
Atoms and positions in Å:
1 O 0.8319 -2.6825 -1.0788  -0.042
2 C 0.0510 -1.5433 -1.3197  -0.250
3 C 0.4805 -0.3992 -0.4879  -0.206
4 C -0.3141 1.3559 -0.4426  -0.070
5 C -0.0368 1.5718 0.9622  -0.268
6 C -0.3321 0.2584 1.5516  -0.237
7 O 0.3328 -0.7091 0.8454  -0.120
8 H 0.8612 -2.8117 -0.1167  0.094
9 H -1.0087 -1.7404 -1.1011  0.128
10 H 0.1379 -1.3032 -2.3815  0.129
11 H 1.4795 -0.0666 -0.7550  0.132
12 H -1.3464 1.6417 -0.6700  0.093
13 H 0.2174 1.8794 -1.2288  0.082
14 H -0.6537 2.3580 1.3965  0.125
15 H 0.9940 1.8875 1.0865  0.121
16 H -1.4305 0.1454 1.1153  0.160
17 H -0.2640 0.1581 2.6247  0.129

Force components x, y, z for each atom (eV/Å):
0.430 -0.324 0.483
-1.338 0.154 -0.701
-1.401 3.959 -0.189
0.423 -2.221 -3.017
1.490 1.907 1.023
-3.918 0.025 -0.915
1.963 -1.794 0.708
-0.027 0.006 -0.338
0.048 -0.088 -0.107
0.031 -0.029 0.061
0.400 -0.164 0.223
-0.272 -1.223 -0.065
0.677 0.249 0.340
-0.141 -0.036 0.095
0.401 -0.067 0.351
1.117 -0.068 1.936
0.116 -0.287 0.114

=====

Record 2
Formula: C5H10O3
Source: the OMol25 dataset
Level of theory: ωB97M-V with the def2-TZVPD basis set

Calculated values
E_LUMO	0.021	Eh
orbital gap	9.0	eV
multiplicity	1

Last column: Löwdin charge in e.
Atoms and positions in Å:
1 C 0.7184 0.6060 0.2937  -0.464
2 C 0.6066 -0.8932 0.4699  -0.381
3 C -1.2726 0.9809 0.5103  -0.104
4 C -0.6994 -1.4038 0.0228  -0.010
5 C 1.0476 -1.8483 -0.5597  0.027
6 O 1.5376 1.1900 1.2124  0.057
7 O 0.9291 1.1072 -0.9502  0.040
8 O -1.6960 1.2441 -0.8365  -0.117
9 H 2.2712 1.6195 0.7445  0.122
10 H 0.1006 1.5915 -1.2113  0.103
11 H -1.5786 2.1561 -1.1347  0.091
12 H 0.8633 -1.1607 1.4923  0.152
13 H -2.0601 0.4710 1.0658  0.097
14 H -1.1245 1.9212 1.0498  0.084
15 H -1.1924 -2.1644 0.6152  0.081
16 H -1.1818 -1.1502 -0.9108  0.085
17 H 1.5982 -2.7384 -0.2837  0.066
18 H 1.1327 -1.5287 -1.5899  0.073

Force components x, y, z for each atom (eV/Å):
-3.427 -0.435 0.633
0.012 0.928 -0.388
2.726 2.918 -0.151
2.577 -3.209 -1.252
-2.002 0.122 0.627
0.338 0.387 0.473
-0.436 0.439 -0.643
-0.074 -0.229 0.047
-0.374 0.045 0.034
0.930 -0.973 0.039
-0.381 -0.067 0.678
-0.076 0.003 -0.074
0.569 -0.807 -0.351
-0.218 0.271 -0.083
0.081 -0.038 -0.051
0.143 0.578 0.241
-0.356 -0.088 0.067
-0.031 0.156 0.155

=====

Record 3
Formula: C5H10O3
Source: the OMol25 dataset
Level of theory: ωB97M-V with the def2-TZVPD basis set

Calculated values
E_LUMO	0.032	Eh
orbital gap	9.9	eV
multiplicity	1
SMILES string	C/C=C/O.CC(=O)O

Last column: Löwdin charge in e.
Atoms and positions in Å:
1 C -2.6712 -0.5511 2.8020  -0.111
2 C -1.6133 -1.2526 2.0132  -0.146
3 C -0.7680 -0.6222 1.2239  -0.205
4 O 0.1415 -1.3039 0.4304  -0.049
5 H -2.5843 -0.7779 3.8685  0.071
6 H -2.6033 0.5310 2.6872  0.071
7 H -3.6724 -0.8605 2.4922  0.071
8 H -1.5523 -2.3316 2.0857  0.110
9 H -0.7675 0.4572 1.1005  0.124
10 H 0.9786 -0.8108 0.4487  0.070
11 C 1.7626 1.8633 -2.5338  0.019
12 C 1.2473 0.9203 -1.4902  -0.571
13 O 1.8016 0.7144 -0.4357  0.074
14 O 0.1518 0.2724 -1.8708  0.113
15 H 0.9473 2.2307 -3.1608  0.089
16 H 2.4826 1.3326 -3.1583  0.096
17 H 2.2767 2.6780 -2.0461  0.085
18 H -0.0820 -0.3651 -1.1659  0.088

Force components x, y, z for each atom (eV/Å):
-0.069 0.024 0.157
-0.218 -0.008 0.102
0.230 -0.128 -0.189
-0.214 0.011 0.185
0.000 -0.002 -0.062
0.003 0.001 -0.030
0.031 -0.001 -0.005
0.036 -0.055 -0.039
0.032 0.047 0.067
0.065 0.149 -0.105
-0.301 0.058 -0.099
0.208 -0.115 -0.421
0.181 0.043 0.398
-0.226 0.106 -0.172
0.178 -0.056 0.062
-0.059 -0.041 -0.001
0.117 0.204 0.073
0.005 -0.239 0.080

=====

Record 4
Formula: C5H10O3
Source: the OMol25 dataset
Level of theory: ωB97M-V with the def2-TZVPD basis set

Calculated values
E_LUMO	0.023	Eh
orbital gap	10.7	eV
multiplicity	1
SMILES string	COC(C)(C)C(=O)O

Last column: Löwdin charge in e.
Atoms and positions in Å:
1 C 0.6269 -1.7708 -0.6695  -0.079
2 O 0.9986 -0.5829 -0.0743  -0.152
3 C -0.0219 0.3319 0.1433  -0.550
4 C -0.6380 0.6585 -1.1378  -0.006
5 C -1.0024 -0.1285 1.1904  0.012
6 C 0.6585 1.6554 0.6422  -0.500
7 O 0.1952 2.7610 0.6973  0.126
8 O 1.9208 1.4185 0.8120  0.168
9 H 1.1742 -2.6409 -0.3042  0.106
10 H -0.4770 -2.0475 -0.5526  0.118
11 H 0.6929 -1.6369 -1.6972  0.067
12 H -1.0893 1.6035 -1.0947  0.082
13 H -1.4581 -0.0044 -1.2723  0.082
14 H 0.1569 0.5559 -1.9694  0.152
15 H -0.5613 -0.4106 2.1116  0.087
16 H -1.5670 -0.9509 0.8092  0.074
17 H -1.5327 0.7434 1.5829  0.111
18 H 1.9239 0.4453 0.7831  0.101

Force components x, y, z for each atom (eV/Å):
-2.366 -1.673 0.692
1.251 -0.620 1.318
-0.390 1.729 1.536
0.614 -0.616 -2.260
-0.031 1.088 0.349
-0.249 0.109 -1.073
-0.786 -0.392 0.164
1.570 -0.010 1.169
0.330 0.404 -0.030
1.292 0.489 0.367
0.607 -0.256 -2.116
-0.309 1.580 -0.207
-0.615 -0.884 -0.791
-1.518 0.449 1.143
1.162 -0.829 0.704
-0.960 -0.206 0.019
-0.852 -0.154 -0.838
1.252 -0.209 -0.144

=====

Record 5
Formula: C5H10O3
Source: the OMol25 dataset
Level of theory: ωB97M-V with the def2-TZVPD basis set

Calculated values
E_LUMO	0.025	Eh
orbital gap	10.5	eV
multiplicity	1
SMILES string	C=CCCC(=O)O.O

Last column: Löwdin charge in e.
Atoms and positions in Å:
1 C 2.8547 1.6738 1.0505  -0.001
2 C 2.0798 0.6392 0.7342  -0.202
3 C 0.9319 0.7266 -0.2251  -0.199
4 C -0.3297 0.3939 0.5608  -0.115
5 C -1.6440 0.2270 -0.1698  -0.496
6 O -1.8804 -0.4343 -1.1348  0.130
7 O -2.6559 0.8651 0.5149  0.061
8 H 2.4899 2.6774 0.8359  0.059
9 H 3.6172 1.6503 1.8190  0.051
10 H 2.4873 -0.3373 0.9993  0.103
11 H 1.0516 0.0596 -1.0864  0.115
12 H 0.9024 1.7103 -0.7023  0.118
13 H -0.5559 1.2129 1.2504  0.120
14 H -0.1876 -0.4104 1.2820  0.132
15 H -3.4131 0.2863 0.6650  0.117
16 O 0.5860 -3.1899 -1.0475  -0.056
17 H 1.1044 -3.0943 -1.8491  0.032
18 H 1.1090 -3.6846 -0.4082  0.031

Force components x, y, z for each atom (eV/Å):
-1.293 0.664 1.026
1.771 0.046 -1.026
-0.097 -0.489 -0.187
-0.694 1.522 0.320
-0.468 -0.858 0.341
0.358 0.022 -0.250
0.369 0.158 0.704
0.265 -0.018 -0.360
0.311 -0.369 -0.323
-0.620 -0.123 0.154
0.052 -0.337 0.357
-0.223 0.145 0.438
0.353 0.214 -0.094
-0.041 -0.581 -0.476
-0.066 -0.006 -0.665
-0.274 0.098 0.264
0.177 -0.114 0.050
0.121 0.026 -0.273

=====

Record 6
Formula: C5H10O4
Source: the OMol25 dataset
Level of theory: ωB97M-V with the def2-TZVPD basis set

Calculated values
E_LUMO (spin up / spin down)	0.022 / 0.020	Eh
orbital gap (spin up / spin down)	7.9 / 7.5	eV
multiplicity	1

Last column: Löwdin charge in e.
Atoms and positions in Å:
1 C 1.4030 0.1129 1.2038  -0.130
2 C 2.0505 -0.8738 0.2649  -0.120
3 C 1.0973 0.1515 -0.2938  -0.356
4 C -1.9203 0.7679 -0.3828  -0.214
5 C -1.3587 -0.5880 -0.3080  -0.387
6 O 1.5017 1.2156 -1.0508  -0.013
7 O -1.4693 1.7090 0.5740  -0.046
8 O -1.5026 -1.2944 -1.4070  0.109
9 O -1.4272 -1.3207 0.9029  0.048
10 H 0.4805 -0.0320 1.7611  0.063
11 H 2.0044 1.0315 1.4794  0.126
12 H 3.0673 -0.7755 0.0160  0.071
13 H 1.6654 -2.0053 0.2256  0.139
14 H -3.0973 0.8330 -0.3850  0.175
15 H -1.5713 1.1256 -1.3743  0.138
16 H 2.1715 0.9258 -1.6811  0.099
17 H -0.5411 1.8292 0.3488  0.069
18 H -1.3274 -2.2314 -1.4251  0.130
19 H -1.2264 -0.5811 1.5314  0.100

Force components x, y, z for each atom (eV/Å):
0.152 2.387 -1.095
-3.077 -2.583 -0.514
-1.710 -1.626 1.641
-1.836 1.917 -1.444
2.830 -1.454 1.990
0.392 0.524 -0.372
-0.146 -0.884 0.233
-1.025 0.451 -1.218
0.249 2.373 -1.366
0.850 -0.490 0.513
-0.564 -1.392 0.107
1.253 0.195 0.002
0.967 2.580 0.321
2.116 -0.507 0.151
-0.551 -0.264 0.241
-0.175 0.020 -0.104
0.338 0.147 0.188
0.344 -0.338 0.824
-0.405 -1.057 -0.097

=====

Relative energy (zero: lowest compared OMol25 entry of this formula, charge and spin) for the records above, in order: 332.47 514.58 52.72 149.07 138.36 581.45 kJ/mol
DFT total energy for the records above, in order: -346.89880 -422.06058 -422.23650 -422.19980 -422.20388 -497.28691 a.u.